Record 1
Molecular formula: C5H3O3Yb
Method: DFT, ωB97M-V with the def2-TZVPD basis set

Each line ends with the Mulliken spin population.
Geometry (Å):
C: -2.167 -0.402 -0.302  0.968
C: -3.031 0.171 0.476  0.214
O: -3.687 0.910 1.096  0.569
C: -1.502 -1.614 -0.805  0.035
C: -0.496 -1.367 0.260  -0.001
O: 0.541 -0.613 0.134  0.124
C: 1.117 0.676 2.026  0.001
O: 2.230 0.659 1.681  0.001
Yb: 2.955 -0.485 -0.291  0.004
H: -2.057 -2.551 -0.678  0.042
H: -1.065 -1.444 -1.805  0.044
H: -0.499 -1.977 1.174  -0.001

Results
- spin multiplicity = 3
- lowest unoccupied orbital energy (alpha / beta) (eV) = -13.0 / -15.9
- expectation value of S² = 2.038
- calculated total energy (Eh) = -1575.36399
- charge = +3
- energy above the lowest of the compared OMol25 structures with the same formula, charge and spin (eV) = 0.000
- E_HOMO (alpha / beta) (eV) = -22.774 / -22.772

=====

Record 2
Molecular formula: C5H4
Method: DFT, ωB97M-V with the def2-TZVPD basis set

Each line ends with the natural charge from an NBO analysis.
Geometry (Å):
C: 2.094 -0.173 -0.051  -0.510
C: 0.781 -0.347 0.036  0.014
C: -0.503 -0.458 0.013  -0.132
C: -2.035 -0.316 0.032  -0.169
C: -1.265 0.761 0.024  -0.099
H: 2.595 -0.298 0.907  0.198
H: 2.668 0.044 -0.823  0.196
H: -2.812 -1.051 0.075  0.256
H: -1.524 1.838 -0.213  0.247

Results
- lowest unoccupied orbital energy (eV) = 1.0
- calculated total energy (Eh) = -192.69700
- charge = 0
- energy above the lowest of the compared OMol25 structures with the same formula, charge and spin (eV) = 2.643
- E_HOMO (eV) = -8.064

=====

Record 3
Molecular formula: C5H4
Method: DFT, ωB97M-V with the def2-TZVPD basis set

Each line ends with the natural charge from an NBO analysis.
Geometry (Å):
C: -2.239 -0.790 0.483  -0.152
C: -1.335 0.024 0.454  -0.046
C: -0.029 0.175 0.094  -0.081
C: 0.689 -0.311 -0.867  -0.128
C: 1.369 0.673 0.116  -0.406
H: -3.154 -1.188 0.830  0.228
H: 0.912 -0.769 -1.765  0.227
H: 1.655 1.790 -0.162  0.171
H: 2.130 0.396 0.818  0.188

Results
- lowest unoccupied orbital energy (eV) = 0.7
- calculated total energy (Eh) = -192.71978
- charge = 0
- energy above the lowest of the compared OMol25 structures with the same formula, charge and spin (eV) = 2.023
- E_HOMO (eV) = -8.905

=====

Record 4
Molecular formula: C5H4
Method: DFT, ωB97M-V with the def2-TZVPD basis set

Each line ends with the natural charge from an NBO analysis.
Geometry (Å):
C: -1.023 1.632 1.273  -0.249
C: -0.546 1.017 0.349  0.005
C: -0.437 -0.132 -0.540  -0.565
C: 0.764 -0.981 -0.387  -0.013
C: 1.742 -1.681 -0.272  -0.215
H: -1.245 2.456 1.895  0.234
H: -1.398 -0.406 -0.051  0.301
H: -0.693 0.007 -1.595  0.260
H: 2.583 -2.334 -0.130  0.241

Results
- lowest unoccupied orbital energy (eV) = 0.9
- calculated total energy (Eh) = -192.74798
- charge = 0
- energy above the lowest of the compared OMol25 structures with the same formula, charge and spin (eV) = 1.256
- E_HOMO (eV) = -9.698